This record from the Open Molecules 2025 dataset describes 2 unconnected molecules or ions with the total composition C5H11O2. The level of theory is ωB97M-V/def2-TZVPD.

Positions of all 18 atoms, in Å:
H  -2.702  -0.434  -1.834
O  1.744  -1.470  0.197
H  -3.591  1.431  0.108
H  2.329  1.750  0.075
H  -1.389  0.090  1.301
H  -3.000  -0.260  2.199
H  -4.004  -0.339  -0.045
H  1.789  0.724  1.415
H  -1.359  -0.523  -0.720
C  -2.184  0.121  -1.050
H  -2.283  1.306  1.918
C  1.623  0.986  0.373
C  2.230  -0.415  -0.230
H  -1.670  1.076  -1.208
C  -2.436  0.299  1.459
C  -3.217  0.405  0.090
H  0.621  1.035  -0.032
O  3.176  -0.237  -1.042

Results
* energy above the lowest of the compared OMol25 structures with the same formula, charge and spin: 1.125 eV
* HOMO level (spin up / spin down): 3.932 / -1.407 eV
* total charge: -2
* spin multiplicity: 2

***

This record from the Open Molecules 2025 dataset describes a molecular structure, C10H20N2PtSi. The level of theory is ωB97M-V/def2-TZVPD.

Positions of all 34 atoms, in Å:
C  0.050  3.616  0.745
H  -0.817  -2.669  -2.908
C  0.195  0.289  -4.055
H  -0.131  -3.583  2.314
N  0.100  0.621  0.479
H  2.466  1.953  2.056
H  0.053  4.397  1.522
Pt  0.249  0.549  -1.500
H  -0.856  3.741  0.130
H  -1.713  0.609  2.799
H  -2.418  2.010  1.942
H  -0.120  -0.728  -4.409
H  -0.137  -1.056  2.705
N  0.084  -1.235  -0.709
Si  0.034  1.969  1.637
H  -1.300  0.862  -1.328
C  -1.561  1.668  2.543
H  0.039  -4.106  -2.367
H  -0.764  0.661  -3.678
C  -0.047  -3.374  0.110
H  0.962  3.726  0.136
C  -0.090  -2.938  1.461
C  1.572  1.651  2.624
H  1.681  0.592  2.905
H  -0.063  -4.492  -0.031
C  0.047  -3.008  -2.347
C  0.024  -2.531  -0.959
H  1.540  2.232  3.555
H  1.168  0.082  -3.655
H  0.464  1.227  -4.655
C  -0.084  -1.541  1.725
H  0.931  -2.675  -2.877
H  -1.553  2.234  3.483
C  -0.007  -0.753  0.607

Results
* HOMO level (spin up / spin down): -5.438 / -7.283 eV
* spin multiplicity: 3

***

This record from the Open Molecules 2025 dataset describes 3 unconnected molecules or ions with the total composition C12H27FN4O3. The level of theory is ωB97M-V/def2-TZVPD.

Positions of all 47 atoms, in Å:
H  -4.984  -2.176  -0.678
O  3.782  -0.071  0.589
C  -4.052  -1.262  -2.342
C  -0.853  -2.323  -0.467
H  1.287  -0.671  -0.805
H  -3.712  -1.114  -0.186
H  6.386  0.332  -1.044
H  -1.063  -3.195  -1.081
H  3.317  2.155  -0.095
C  4.617  2.579  -1.720
N  -1.822  -0.566  -1.867
O  0.163  0.859  1.300
H  0.207  0.736  -0.789
H  0.072  -2.517  0.071
H  1.397  -1.108  3.351
C  -4.535  -1.207  -0.891
H  5.387  2.045  -2.266
O  -5.566  -0.254  -0.644
N  -0.611  0.797  3.401
H  -1.431  1.247  3.025
H  5.576  -1.211  -0.745
C  0.345  0.544  2.468
H  2.268  -0.262  2.064
N  -2.625  -1.634  -2.428
H  -2.412  -1.594  -3.419
C  4.363  0.483  -0.332
C  5.441  -0.206  -1.133
C  -5.201  1.079  -0.824
H  -4.215  -0.327  -2.890
H  -4.592  -2.053  -2.862
C  1.616  -0.129  2.922
H  -5.316  1.355  -1.877
H  0.351  0.018  5.102
H  3.829  2.875  -2.415
H  5.051  3.480  -1.282
F  -3.893  1.326  -0.486
H  0.647  0.008  -2.341
H  -5.840  1.681  -0.178
H  -1.411  -0.159  5.073
C  -0.802  -1.033  -1.247
C  0.442  -0.193  -1.292
H  -1.673  -2.244  0.244
H  5.153  -0.272  -2.182
H  2.129  0.492  3.659
N  4.046  1.759  -0.668
C  -0.579  0.500  4.820
H  -0.685  1.427  5.387

Results
* SMILES: CC(C)=NNCCOCF.CNC(C)=O.CNC(C)=O
* energy above the lowest of the compared OMol25 structures with the same formula, charge and spin: 0.000 eV
* HOMO level: -7.717 eV
* spin multiplicity: 1

***

This record from the Open Molecules 2025 dataset describes a molecular structure, C20H41BeF6N2O16. The level of theory is ωB97M-V/def2-TZVPD.

Positions of all 86 atoms, in Å:
H  -7.456  3.156  4.306
H  2.033  4.061  -1.272
H  -1.075  -2.960  -1.847
H  0.979  -0.245  3.429
C  1.148  -0.787  -7.289
H  0.558  -3.372  2.439
H  -2.674  -2.129  -1.982
H  -2.315  0.006  5.440
H  -3.112  1.929  2.512
C  -0.044  -0.620  3.414
F  4.271  -2.691  -2.658
C  -1.612  -2.016  -1.763
F  0.605  -2.651  -8.722
O  2.052  -2.442  0.233
C  -3.374  0.214  5.288
F  -0.826  -0.958  -8.432
O  -3.658  0.521  3.936
H  -1.326  3.345  1.988
N  3.677  0.832  1.938
O  1.143  -1.625  -6.303
H  4.122  2.279  -0.924
H  -7.524  3.241  2.648
O  4.711  0.703  1.332
H  -0.028  -1.518  4.031
C  3.299  1.835  -1.484
H  4.052  -1.405  -4.582
H  2.173  -2.494  2.720
C  1.647  -3.395  2.403
C  -6.821  3.424  3.461
H  -3.740  0.932  6.022
C  3.454  -1.657  -5.457
H  3.868  -1.138  -6.322
H  -2.528  2.237  4.202
O  2.016  2.024  -0.801
H  1.963  -0.278  -4.879
O  -0.849  1.231  -1.770
F  0.997  -0.766  -9.657
H  -1.121  -1.405  -2.521
H  1.752  -1.825  -4.274
H  1.727  -3.216  -1.543
H  0.696  4.680  0.831
C  2.051  -3.679  0.951
O  -2.940  1.802  -1.676
O  2.615  0.369  1.555
C  0.643  3.731  0.298
C  -0.347  2.998  2.319
C  -3.345  1.878  3.576
C  -1.842  -2.270  0.608
F  4.699  -2.023  -0.717
H  -1.386  -3.259  0.566
H  1.892  -4.161  3.139
H  -3.812  -0.772  5.445
H  -6.465  4.448  3.574
H  -0.180  3.803  -0.413
H  3.451  0.780  -1.257
H  -4.222  3.896  3.711
H  -4.849  2.816  4.933
C  2.377  -2.470  -1.085
Be  0.603  0.166  0.074
H  3.361  2.165  -2.522
H  -2.907  -2.376  0.399
O  1.884  -1.258  -1.625
O  0.392  2.629  1.180
N  -1.903  1.449  -1.158
O  1.552  0.402  -7.295
H  -1.952  -2.107  2.731
H  1.388  -4.462  0.585
O  -5.695  2.603  3.176
C  -1.720  -1.423  1.914
H  2.752  3.648  0.277
H  -2.404  -0.576  1.868
O  3.714  1.472  3.015
C  2.027  -1.318  -5.199
C  0.454  -1.323  -8.560
C  -4.520  2.864  3.895
H  -0.494  2.118  2.946
C  1.955  3.387  -0.419
O  -1.862  1.377  0.041
H  -0.723  0.130  3.819
F  4.128  -4.134  -1.187
O  -0.416  -0.960  2.073
O  -1.361  -1.509  -0.512
H  0.055  3.780  2.964
H  3.584  -2.723  -5.645
H  3.049  -4.119  0.959
C  3.856  -2.840  -1.410

Results
* HOMO level: -5.507 eV
* total charge: -1
* spin multiplicity: 1

***

This record from the Open Molecules 2025 dataset describes a molecular structure, C4H6FeO2. The level of theory is ωB97M-V/def2-TZVPD.

Positions of all 13 atoms, in Å:
H  2.662  -1.360  -1.819
O  -1.677  0.264  1.367
C  0.988  -0.469  -1.386
C  0.862  -0.141  -0.036
H  1.187  -0.037  1.252
H  0.407  1.904  -0.256
H  -1.166  2.264  1.346
H  0.883  0.328  -2.142
Fe  -1.199  -0.741  -0.165
C  0.453  1.104  0.505
O  1.727  -1.582  -1.792
H  -0.280  1.237  2.515
C  -0.699  1.270  1.489

Results
* energy above the lowest of the compared OMol25 structures with the same formula, charge and spin: 3.400 eV
* HOMO level (spin up / spin down): -7.245 / -7.359 eV
* spin multiplicity: 5

***

What did the second record say?
This record from the Open Molecules 2025 dataset describes a molecular structure, C10H20N2PtSi. The level of theory is ωB97M-V/def2-TZVPD.

Positions of all 34 atoms, in Å:
C  0.050  3.616  0.745
H  -0.817  -2.669  -2.908
C  0.195  0.289  -4.055
H  -0.131  -3.583  2.314
N  0.100  0.621  0.479
H  2.466  1.953  2.056
H  0.053  4.397  1.522
Pt  0.249  0.549  -1.500
H  -0.856  3.741  0.130
H  -1.713  0.609  2.799
H  -2.418  2.010  1.942
H  -0.120  -0.728  -4.409
H  -0.137  -1.056  2.705
N  0.084  -1.235  -0.709
Si  0.034  1.969  1.637
H  -1.300  0.862  -1.328
C  -1.561  1.668  2.543
H  0.039  -4.106  -2.367
H  -0.764  0.661  -3.678
C  -0.047  -3.374  0.110
H  0.962  3.726  0.136
C  -0.090  -2.938  1.461
C  1.572  1.651  2.624
H  1.681  0.592  2.905
H  -0.063  -4.492  -0.031
C  0.047  -3.008  -2.347
C  0.024  -2.531  -0.959
H  1.540  2.232  3.555
H  1.168  0.082  -3.655
H  0.464  1.227  -4.655
C  -0.084  -1.541  1.725
H  0.931  -2.675  -2.877
H  -1.553  2.234  3.483
C  -0.007  -0.753  0.607

Results
* HOMO level (spin up / spin down): -5.438 / -7.283 eV
* spin multiplicity: 3

***

Question: Among the records above, which one has the highest spin multiplicity?
Answer: C4H6FeO2